(1)
{
  "formula": "C29H42B2HgO37",
  "method": "the ωB97M-V functional and the def2-TZVPD basis",
  "homo_lumo_gap_ha": 0.3017,
  "e_homo_ev": -8.65,
  "total_charge": 0,
  "lumo_energy_ev": -0.440,
  "spin_multiplicity": 1,
  "symbols": ["Hg", "O", "O", "O", "O", "O", "O", "O", "O", "O", "O", "O", "O", "O", "O", "O", "O", "O", "O", "O", "O", "O", "O", "O", "O", "O", "O", "O", "O", "O", "O", "O", "O", "O", "O", "O", "O", "O", "C", "C", "C", "C", "C", "C", "C", "C", "C", "C", "C", "C", "C", "C", "C", "C", "C", "C", "C", "C", "C", "C", "C", "C", "C", "C", "C", "C", "C", "B", "B", "H", "H", "H", "H", "H", "H", "H", "H", "H", "H", "H", "H", "H", "H", "H", "H", "H", "H", "H", "H", "H", "H", "H", "H", "H", "H", "H", "H", "H", "H", "H", "H", "H", "H", "H", "H", "H", "H", "H", "H", "H", "H"],
  "positions_angstrom": [[-0.683, -0.112, -0.709], [4.331, -2.685, 2.229], [-1.991, -0.491, 3.378], [-1.903, -1.938, -1.237], [6.906, -2.534, -2.137], [-4.087, -2.075, -2.161], [1.605, -1.455, -4.152], [0.662, -1.607, -1.998], [2.128, -1.709, 2.121], [-3.487, 2.878, -1.521], [2.034, -3.168, -2.736], [6.014, -0.148, 0.055], [-4.807, 1.280, -0.735], [-3.876, -1.007, 2.434], [-0.527, 3.958, 1.136], [3.572, -0.331, -0.411], [1.919, 3.013, 2.528], [0.313, 2.190, -4.508], [1.673, 3.984, 4.676], [4.784, 1.395, -1.487], [2.207, -4.023, 2.554], [0.238, -4.711, 1.478], [2.990, -2.423, 4.207], [-0.375, 0.725, -2.840], [1.562, 0.641, -0.175], [0.201, -1.719, 0.850], [6.321, -2.107, 3.237], [7.867, -1.402, 0.398], [-0.538, 2.010, 0.149], [-0.994, 0.460, -5.032], [-2.210, 2.567, 1.479], [5.282, -0.957, -1.981], [-2.760, 0.744, -1.472], [3.094, 2.968, -1.416], [1.122, 1.909, 4.457], [4.667, -2.287, 5.693], [-2.078, -0.216, 1.182], [-3.105, -3.934, -1.119], [-2.727, 3.192, 2.621], [-5.267, -2.829, -2.370], [0.564, 4.518, 0.395], [2.049, -3.870, -1.479], [-2.929, -2.614, -1.516], [6.358, -1.603, -1.584], [1.159, 3.017, -3.668], [-2.641, -0.498, 2.225], [1.078, -3.869, 1.892], [-3.617, 1.588, -1.306], [1.364, -2.062, -2.905], [3.548, 1.819, -1.217], [1.575, 2.971, 3.748], [-1.052, 2.822, 0.873], [2.127, 5.240, 4.316], [4.270, -2.396, 4.570], [-2.331, 3.333, -2.179], [1.274, 0.575, 3.990], [-5.832, 2.243, -0.679], [6.798, -1.121, -0.219], [-2.523, -0.558, 4.653], [-0.389, 1.127, -3.997], [2.394, -2.160, -5.105], [-4.735, -1.329, 1.343], [1.006, -2.312, 1.537], [-1.979, -4.642, -0.596], [2.745, 0.603, -0.595], [-1.793, -0.726, -4.788], [5.124, -2.428, 3.258], [2.902, -2.743, 2.769], [4.933, -0.012, -0.955], [3.202, 5.386, 4.424], [1.032, 2.851, -2.598], [-2.339, -5.561, -0.135], [1.956, 5.413, 3.253], [2.155, 2.650, -3.916], [1.188, 0.512, 2.905], [2.263, 0.196, 4.247], [-6.088, -2.114, -2.320], [-3.262, 0.178, 4.970], [0.896, 3.910, -0.446], [1.148, -3.823, -0.867], [2.195, -3.230, -5.040], [-1.342, 3.011, -1.854], [-2.346, 3.039, -3.229], [-1.140, -4.741, -1.284], [-4.968, -2.390, 1.434], [-5.226, -3.318, -3.344], [-4.240, -1.116, 0.395], [-6.257, 2.238, 0.324], [-2.194, 4.413, -2.124], [-1.235, -1.608, -4.474], [-2.431, 2.542, 3.444], [1.510, 4.656, 0.919], [-5.656, -0.750, 1.410], [1.086, 4.062, -3.967], [-5.487, 3.264, -0.841], [-3.804, 3.353, 2.563], [0.169, 5.506, 0.156], [2.008, -1.758, -6.041], [2.958, -3.554, -0.968], [-1.815, -0.650, 5.477], [-6.570, 2.031, -1.453], [-2.291, 4.186, 2.720], [1.674, 5.978, 4.977], [-1.531, -4.080, 0.224], [-2.377, -0.464, -3.905], [-2.866, -1.571, 4.862], [-5.481, -3.629, -1.661], [-2.345, -1.108, -5.647], [3.414, -1.857, -4.868], [2.365, -4.905, -1.610], [0.555, -0.107, 4.443]],
  "mulliken_charge": [6.390, -0.413, 0.152, 0.361, -0.614, -0.195, -0.118, 0.782, -0.523, -0.338, -0.496, -0.585, -0.246, -0.449, -0.411, -0.412, -0.491, -0.460, -0.374, -0.442, -0.402, -0.664, -0.680, -0.979, -0.476, -0.237, -0.597, -0.648, -0.381, -0.506, 0.218, -0.593, 0.086, -0.704, -0.367, -0.600, -0.460, -0.405, -0.999, -0.880, -0.376, -0.297, -0.153, 0.454, -0.182, -0.258, 0.261, -0.287, -0.179, 0.196, 0.723, 0.248, -0.535, 0.450, -0.486, -0.194, -0.952, 0.752, -1.016, 0.101, -0.898, -0.395, 0.365, -0.545, 0.095, -0.186, 0.613, 1.265, 1.305, 0.286, -0.277, 0.366, 0.161, 0.303, -0.040, 0.397, 0.283, 0.361, -0.125, -0.109, 0.346, -0.101, 0.365, 0.270, 0.312, 0.285, -0.125, 0.303, 0.386, 0.025, 0.258, 0.107, 0.331, 0.323, 0.365, 0.200, 0.437, 0.233, 0.074, 0.307, 0.281, 0.391, 0.274, 0.071, -0.057, 0.377, 0.360, 0.391, 0.307, 0.450, 0.115]
}

---

(2)
{
  "formula": "C29H42B2IrN8S4",
  "method": "the ωB97M-V functional and the def2-TZVPD basis",
  "homo_lumo_gap_ha": [0.2516, 0.2227],
  "e_homo_ev": [-12.43, -13.83],
  "total_charge": 2,
  "lumo_energy_ev": [-5.588, -7.772],
  "spin_multiplicity": 6,
  "s2": 8.80,
  "de_lowest_kcal_mol": 0.00,
  "symbols": ["Ir", "S", "S", "S", "S", "N", "N", "N", "N", "N", "N", "N", "N", "C", "C", "C", "C", "C", "C", "C", "C", "C", "C", "C", "C", "C", "C", "C", "C", "C", "C", "C", "C", "C", "C", "C", "C", "C", "C", "C", "C", "C", "B", "B", "H", "H", "H", "H", "H", "H", "H", "H", "H", "H", "H", "H", "H", "H", "H", "H", "H", "H", "H", "H", "H", "H", "H", "H", "H", "H", "H", "H", "H", "H", "H", "H", "H", "H", "H", "H", "H", "H", "H", "H", "H", "H"],
  "positions_angstrom": [[0.117, 0.228, 0.809], [1.820, -1.400, 0.628], [1.041, 4.024, -3.236], [-1.895, -1.100, 0.299], [-0.262, 2.577, 0.389], [0.066, 0.566, -3.038], [-0.748, -1.823, -2.114], [-0.592, -2.600, -3.199], [2.260, -1.479, -3.388], [1.777, -1.328, -2.148], [-0.198, 0.899, -4.267], [0.249, 0.237, -1.046], [-0.030, 0.243, 2.872], [-0.003, 1.266, -1.850], [-2.002, 1.367, -6.424], [2.461, -1.539, -1.009], [-0.816, 2.286, -6.076], [-1.235, -4.334, -4.727], [-1.481, -3.513, -3.470], [3.806, -1.994, -1.132], [-1.276, 4.816, -1.757], [-1.147, 3.714, -6.510], [3.487, -1.907, -3.533], [4.023, -2.080, -4.941], [-0.094, 0.290, 4.017], [5.217, -1.130, -5.122], [-0.583, 3.369, -3.747], [-0.282, 2.510, -1.354], [0.438, 1.815, -6.839], [-1.747, -1.938, -1.219], [-3.956, -3.057, -0.620], [-2.619, -3.653, -2.640], [4.283, -2.178, -2.398], [-0.529, 2.134, -4.585], [4.663, -2.266, 0.067], [-1.505, -3.417, -5.930], [4.482, -3.536, -5.111], [2.953, -1.753, -5.980], [0.226, -4.798, -4.748], [-2.156, -5.553, -4.785], [-2.771, -2.890, -1.520], [-0.478, 3.640, -2.269], [0.353, -0.762, -2.137], [-0.154, 0.285, 5.541], [2.083, -2.403, -5.881], [-1.300, -3.958, -6.855], [5.311, -3.788, -4.449], [4.532, -1.505, 0.833], [4.824, -3.689, -6.134], [0.432, -5.300, -5.694], [5.629, -1.257, -6.123], [-1.089, 0.949, 6.066], [-0.939, 5.101, -0.762], [6.019, -1.334, -4.410], [-1.158, 5.674, -2.416], [-4.710, -3.675, -1.101], [4.399, -3.227, 0.513], [0.260, 1.923, -7.909], [1.307, 2.420, -6.577], [0.805, 0.238, 6.213], [-2.917, 1.694, -5.925], [-1.288, 3.718, -7.591], [-3.377, -4.381, -2.890], [0.425, -5.506, -3.941], [-1.302, 0.002, 6.022], [-1.878, -6.169, -5.639], [-0.342, 4.416, -6.286], [-2.174, 1.409, -7.500], [-2.067, -6.173, -3.890], [-3.203, -5.274, -4.918], [0.657, 0.770, -6.626], [3.374, -1.893, -6.976], [5.711, -2.301, -0.223], [-2.077, 4.081, -6.071], [2.614, -0.720, -5.891], [5.304, -2.512, -2.534], [-0.864, -2.534, -5.895], [-1.795, 0.335, -6.146], [-2.548, -3.093, -5.955], [-4.398, -2.095, -0.363], [-2.332, 4.549, -1.699], [-3.659, -3.536, 0.315], [4.912, -0.089, -5.010], [0.907, -3.953, -4.647], [3.663, -4.233, -4.922], [-1.179, 4.132, -4.226]],
  "mulliken_charge": [0.979, -0.531, -0.089, -0.444, -0.463, 0.909, 0.784, -0.696, -0.328, 0.673, -0.787, -1.178, -0.423, 0.313, -1.509, 1.025, 2.456, 2.376, -0.307, 0.270, -1.663, -2.218, 0.003, 2.017, 0.435, -1.727, -0.573, 0.448, -1.473, 0.916, -1.991, -0.383, -0.392, -0.477, -2.006, -1.561, -1.585, -1.639, -1.627, -2.299, 0.686, 0.704, -0.576, -0.145, 0.107, 0.446, 0.374, 0.452, 0.481, 0.484, 0.484, 0.204, 0.489, 0.356, 0.471, 0.381, 0.374, 0.468, 0.374, 0.022, 0.366, 0.420, 0.498, 0.404, 0.208, 0.408, 0.450, 0.447, 0.501, 0.436, 0.224, 0.548, 0.411, 0.500, 0.348, 0.467, 0.230, 0.243, 0.422, 0.443, 0.351, 0.395, 0.364, 0.118, 0.245, 0.680]
}